No. 1
The following is a quantum chemistry calculation of a cluster of 2 separate species, C3HNO in total, from the Open Molecules 2025 dataset.

Positions of all 6 atoms, in Å:
C (-0.59, -1.35, 0.05)
C (1.30, 1.03, -0.72)
C (-1.04, -0.16, 0.37)
N (-0.04, -2.26, -0.53)
O (1.56, 1.90, -0.06)
H (-1.18, 0.85, 0.88)

LUMO (spin up / spin down) in eV: -1.99 / -2.00
Energy relative to the best compared isomer or geometry (same formula, charge and spin) in kJ/mol: 340.62
HOMO energy (spin up / spin down) in eV: -9.61 / -9.63

Here is what Mulliken gives for the atomic charges, in e: 0.620, 0.133, -0.603, -0.387, -0.143, 0.380

=====

No. 2
The following is a quantum chemistry calculation of the molecule C3HNO, from the Open Molecules 2025 dataset.

Positions of all 6 atoms, in Å:
C (-0.29, 0.98, -0.99)
N (-1.02, 0.46, -0.07)
C (-0.26, -0.40, 0.55)
O (0.97, -0.46, 0.05)
C (1.11, 0.38, -0.97)
H (-0.51, -0.96, 1.42)

SMILES: c1ncoc#1
LUMO (spin up / spin down) in eV: -1.67 / -2.63
Energy relative to the best compared isomer or geometry (same formula, charge and spin) in kJ/mol: 503.85
HOMO energy (spin up / spin down) in eV: -9.71 / -9.44

Here is what Mulliken gives for the atomic charges, in e: 0.262, -0.415, 0.083, -0.139, -0.207, 0.416

=====

No. 3
The following is a quantum chemistry calculation of the molecule C3HNO2, from the Open Molecules 2025 dataset.

Positions of all 7 atoms, in Å:
N (2.53, -0.52, 0.15)
C (1.46, -0.10, 0.01)
C (0.14, 0.54, -0.12)
O (0.02, 1.71, -0.40)
C (-1.09, -0.34, 0.09)
O (-1.05, -1.54, -0.02)
H (-2.01, 0.24, 0.29)

SMILES: N#CC(=O)C=O
LUMO in eV: -1.84
Energy relative to the best compared isomer or geometry (same formula, charge and spin) in kJ/mol: 2.16
HOMO energy in eV: -11.21

Here is what Mulliken gives for the atomic charges, in e: -0.290, 0.196, 0.522, -0.408, 0.028, -0.393, 0.343

=====

No. 4
The following is a quantum chemistry calculation of the molecule C3HNO2, from the Open Molecules 2025 dataset.

Positions of all 7 atoms, in Å:
N (-1.79, 0.17, -1.83)
C (-1.16, -0.03, -0.88)
C (-0.39, -0.28, 0.35)
O (-0.86, -0.83, 1.31)
C (1.06, 0.21, 0.35)
O (1.59, 0.64, -0.64)
H (1.55, 0.12, 1.34)

SMILES: N#CC(=O)C=O
LUMO in eV: -1.89
Energy relative to the best compared isomer or geometry (same formula, charge and spin) in kJ/mol: 0.01
HOMO energy in eV: -11.22

Here is what Mulliken gives for the atomic charges, in e: -0.288, 0.190, 0.537, -0.414, 0.020, -0.402, 0.356

=====

No. 5
The following is a quantum chemistry calculation of the molecule C3HNO3, from the Open Molecules 2025 dataset.

Positions of all 8 atoms, in Å:
O (1.26, 1.01, -0.98)
C (0.48, 0.39, -0.36)
N (0.25, 0.73, 0.98)
C (0.55, 1.52, 2.15)
O (1.24, 2.42, 2.40)
C (-0.43, 0.44, 2.16)
O (-1.28, -0.27, 2.60)
H (-0.15, -0.42, -0.64)

SMILES: O=Cn1c(=O)c1=O
LUMO in eV: -1.00
Energy relative to the best compared isomer or geometry (same formula, charge and spin) in kJ/mol: 141.09
HOMO energy in eV: -10.66

Here is what Mulliken gives for the atomic charges, in e: -0.408, 0.158, -0.013, 0.293, -0.385, 0.470, -0.471, 0.355

=====

No. 6
The following is a quantum chemistry calculation of a cluster of 3 separate species, C3HNO3S in total, from the Open Molecules 2025 dataset.

Positions of all 9 atoms, in Å:
C (1.91, 0.49, 0.11)
C (-1.69, 0.85, 0.08)
C (0.17, -3.10, -1.21)
N (-1.92, 2.00, 0.27)
O (1.42, 1.01, -0.84)
O (-1.55, -0.30, -0.09)
O (0.49, -3.66, -0.27)
S (2.46, 0.00, 1.45)
H (-1.29, 2.71, 0.51)

LUMO in eV: 0.36
Energy relative to the best compared isomer or geometry (same formula, charge and spin) in kJ/mol: 0.00
HOMO energy in eV: -11.02

These are the Mulliken partial charges, in e, on atoms 1 to 8: 0.680, 0.603, 0.141, -0.467, -0.395, -0.419, -0.141, -0.294

=====

No. 7
The following is a quantum chemistry calculation of the molecule C3HNO4, from the Open Molecules 2025 dataset.

Positions of all 9 atoms, in Å:
O (-2.32, -1.12, 0.35)
C (-1.31, -0.37, -0.01)
C (-1.18, 1.17, -0.22)
N (0.05, 1.74, -0.24)
O (1.14, 0.95, 0.58)
C (1.23, -0.35, 0.02)
O (2.29, -0.98, -0.06)
O (0.05, -0.95, -0.46)
H (-2.10, 1.89, -0.36)

SMILES: O=c1cnoc(=O)o1
LUMO in eV: -2.41
Energy relative to the best compared isomer or geometry (same formula, charge and spin) in kJ/mol: 476.70
HOMO energy in eV: -11.63

These are the Mulliken partial charges, in e, on atoms 1 to 8: -0.448, 0.535, 0.055, -0.244, -0.191, 0.649, -0.460, -0.250

=====

No. 8
The following is a quantum chemistry calculation of the molecule C3HNS, from the Open Molecules 2025 dataset.

Positions of all 6 atoms, in Å:
S (1.27, -0.15, 3.01)
C (0.63, -0.44, 1.60)
C (-0.36, -1.87, 0.91)
N (0.18, -1.81, -0.21)
C (0.38, -0.43, 0.25)
H (-0.11, 0.50, -0.27)

SMILES: S=C1C2=N[C@H]12
LUMO in eV: -1.20
Energy relative to the best compared isomer or geometry (same formula, charge and spin) in kJ/mol: 301.03
HOMO energy in eV: -9.15

Here is what Mulliken gives for the atomic charges, in e: -0.267, 0.366, -0.094, -0.202, -0.014, 0.212

=====

No. 9
The following is a quantum chemistry calculation of a structure of composition C3HO2Yb, from the Open Molecules 2025 dataset.

Positions of all 7 atoms, in Å:
C (1.44, 0.37, -0.94)
H (2.44, 0.23, -1.34)
C (0.30, 0.92, -0.72)
O (0.80, -0.76, 0.37)
C (-0.22, 0.08, 0.36)
Yb (-3.49, -0.81, 1.28)
O (-1.26, -0.03, 0.98)

Charge: +3
Spin multiplicity: 3
LUMO (spin up / spin down) in eV: -15.13 / -18.68
HOMO energy (spin up / spin down) in eV: -23.98 / -23.98

Here is what Mulliken gives for the atomic charges, in e: 0.505, 0.468, -0.118, -0.029, 0.799, 1.868, -0.494

=====

Record order is preserved below.
E: -244.73128; -244.66911; -320.09845; -320.09927; -395.32371; -793.59802; -470.48749; -567.68404; -1422.56358 hartree